(1)
DFT (the ωB97M-V functional and the def2-TZVPD basis) results for a molecular structure, C34H46N4O4PS2W.

Output
ΔE to the lowest compared entry with this formula, charge and spin: 0.922 eV
Orbital gap (spin up / spin down): 3.903 / 3.535 eV
E: -82914.553 eV

Geometry as ORCA input:
```
! wB97M-V def2-TZVPD RIJCOSX def2/J DEFGRID3
* xyz 3 3
W 0.0943 0.3953 0.2137
N -0.9172 -2.0484 3.4612
C 0.2025 -1.5407 4.1284
C 0.7231 -1.7964 5.3901
C 1.8733 -1.1104 5.7239
C 2.4802 -0.2065 4.8355
C 1.9538 0.0434 3.5844
C 0.7945 -0.6438 3.2416
N 0.0276 -0.6238 2.0704
C -0.9773 -1.4854 2.2586
C -1.9336 -1.6550 1.1813
C -3.0954 -2.3435 1.0819
S -3.7788 -2.1172 -0.4641
C -2.5433 -1.0306 -0.8641
N -1.6159 -0.9021 0.0581
H -1.5592 -2.7357 3.8293
H 0.2603 -2.4944 6.0750
H 2.3225 -1.2734 6.6938
H 3.3828 0.3025 5.1458
H 2.4212 0.7434 2.9041
H -3.5669 -2.9883 1.8085
H -2.5163 -0.5115 -1.8114
O -0.7393 1.9846 -0.5483
P -0.6795 3.5215 -0.1492
C -1.1486 3.5823 1.6259
C -2.1372 4.6850 2.0636
C -3.5966 4.3568 1.7552
C -3.9959 3.0032 2.3342
C -3.0815 1.9053 1.7926
C -1.6288 2.2184 2.1282
C 1.0841 3.8830 -0.3675
C 1.9962 2.9176 0.4229
C 2.4376 3.3678 1.8183
C 2.9084 4.8213 1.8222
C 1.8432 5.7446 1.2444
C 1.5330 5.3520 -0.1951
C -1.7698 4.3523 -1.3306
C -1.2826 4.1023 -2.7842
C -0.6361 5.3490 -3.3840
C -1.6482 6.4987 -3.4858
C -2.6732 6.4534 -2.3448
C -2.0688 5.8516 -1.0780
H -0.1957 3.7994 2.1078
H -1.8416 5.6474 1.6489
H -2.0239 4.7829 3.1469
H -3.7756 4.3453 0.6762
H -4.2302 5.1453 2.1615
H -5.0337 2.7766 2.0916
H -3.9261 3.0306 3.4256
H -3.2025 1.8334 0.7046
H -3.3555 0.9354 2.2164
H -0.9803 1.3959 1.7520
H -1.4642 2.1743 3.2083
H 1.1964 3.6471 -1.4330
H 2.8772 2.7259 -0.1925
H 1.5482 1.8823 0.5405
H 3.2523 2.7191 2.1472
H 1.6305 3.2412 2.5441
H 3.8226 4.9118 1.2277
H 3.1688 5.1108 2.8395
H 2.1916 6.7768 1.2602
H 0.9402 5.7218 1.8659
H 2.4396 5.4693 -0.7964
H 0.8014 6.0209 -0.6400
H -2.7000 3.7919 -1.1771
H -2.1550 3.8283 -3.3810
H -0.6088 3.2405 -2.8332
H -0.2343 5.1123 -4.3676
H 0.2253 5.6455 -2.7764
H -2.1685 6.4517 -4.4423
H -1.1146 7.4491 -3.4745
H -3.5447 5.8570 -2.6310
H -3.0495 7.4516 -2.1272
H -2.7654 5.9620 -0.2520
H -1.1673 6.4033 -0.8111
N 1.4140 -1.3003 -0.3266
C 1.6929 -0.4080 -1.4056
C 2.9469 0.2131 -1.5452
C 3.0938 1.1715 -2.5043
C 1.9917 1.5297 -3.3035
C 0.7911 0.8764 -3.2315
C 0.6207 -0.1455 -2.2691
S 2.1943 2.9102 -4.3982
O 2.3932 4.0538 -3.5218
O 1.0306 2.9966 -5.2236
O 3.4430 2.7029 -5.1455
H 2.2281 -1.5028 0.2484
H 0.9737 -2.1741 -0.6085
H 3.7771 -0.0791 -0.9126
H 4.0517 1.6554 -2.6561
H 0.0012 1.1131 -3.9336
H -0.2110 -0.8336 -2.3456
*
```

---

(2)
DFT (the ωB97M-V functional and the def2-TZVPD basis) results for a molecular structure, C34H46N6O5OsTe.

Output
ΔE to the lowest compared entry with this formula, charge and spin: 0.786 eV
Orbital gap (spin up / spin down): 7.473 / 7.561 eV
E: -64920.381 eV

Geometry as ORCA input:
```
! wB97M-V def2-TZVPD RIJCOSX def2/J DEFGRID3
* xyz 3 2
Os -0.3597 -0.2237 0.4159
N -1.2642 -1.4545 -1.1630
C -2.4819 -0.6708 -1.5186
C -3.3859 -1.2088 -2.6251
C -2.7189 -1.7176 -3.9106
C -2.1736 -0.6278 -4.8440
N -3.1426 0.4229 -5.1577
C -3.9204 0.4830 -6.2343
N -4.6380 1.5812 -6.4654
N -4.0081 -0.5420 -7.0796
C -1.9622 0.7360 -1.7344
O -2.3499 1.4852 -2.5866
O -0.9948 1.0602 -0.8604
H -0.6072 -1.4794 -1.9407
H -1.4913 -2.4208 -0.9359
H -3.0785 -0.6100 -0.6029
H -4.0781 -0.4013 -2.8674
H -3.9915 -2.0145 -2.2106
H -3.4608 -2.3147 -4.4441
H -1.8936 -2.3991 -3.6827
H -1.8129 -1.0728 -5.7709
H -1.3231 -0.1206 -4.3923
H -3.1608 1.1899 -4.4981
H -4.5342 2.4013 -5.8922
H -5.2579 1.6476 -7.2553
H -3.5345 -1.4105 -6.9091
H -4.5107 -0.4569 -7.9475
O 3.2678 -0.5925 -0.2876
C 2.6437 -0.8401 0.7230
O 1.3857 -1.1480 0.7975
C 3.3583 -0.8582 2.0727
N 4.8271 -0.6045 1.7953
C 5.5916 -1.8390 2.2211
C 4.7253 -2.4137 3.3281
C 3.3008 -2.2157 2.7978
H 2.9571 -0.0508 2.6860
H 5.1718 0.2241 2.2756
H 4.8655 -0.4397 0.7754
H 6.5980 -1.5650 2.5244
H 5.6459 -2.5023 1.3601
H 4.8717 -1.8535 4.2538
H 4.9589 -3.4580 3.5239
H 2.5547 -2.2090 3.5902
H 3.0415 -3.0065 2.0922
C 2.0510 -6.7538 5.5196
C 1.3678 -5.4894 5.0783
C 0.9325 -4.5492 6.0026
C 0.2282 -3.4143 5.6229
C -0.1978 -2.4250 6.6845
C -0.0471 -3.2486 4.2556
Te -1.4516 -1.7577 3.8733
N -0.7855 -0.4598 2.3612
C -0.1416 0.4600 3.1534
O 0.1274 0.1706 4.3142
C 0.0362 1.8218 2.6065
C -0.4967 2.9198 3.2620
C -0.5056 4.1452 2.6081
C 0.0158 4.2702 1.3189
C 0.5596 3.1744 0.6772
C 0.5706 1.9434 1.3342
C -2.8052 -2.8693 2.6919
C -2.9484 -2.7484 1.3209
C -3.9859 -3.3910 0.6649
C -4.8945 -4.1483 1.3911
C -4.7534 -4.2636 2.7628
C -3.7177 -3.6243 3.4404
C -3.6148 -3.7396 4.9440
C 0.4309 -4.1420 3.2825
C 0.1898 -3.9798 1.8067
C 1.1421 -5.2452 3.7258
H 2.3829 -6.6983 6.5538
H 2.9012 -6.9899 4.8805
H 1.3535 -7.5904 5.4396
H 1.1483 -4.6998 7.0545
H 0.4538 -2.5052 7.5523
H -1.2135 -2.6236 7.0367
H -0.1439 -1.3934 6.3364
H -0.9004 2.8131 4.2606
H -0.9289 5.0085 3.1045
H 0.0182 5.2347 0.8290
H 0.9865 3.2710 -0.3120
H 1.1666 1.1342 0.8972
H -2.2445 -2.1536 0.7718
H -4.0957 -3.3075 -0.4098
H -5.7147 -4.6437 0.8886
H -5.4579 -4.8606 3.3285
H -4.2639 -4.5254 5.3228
H -3.9223 -2.8082 5.4287
H -2.5959 -3.9792 5.2640
H 0.0729 -2.9371 1.5325
H -0.7026 -4.5301 1.5002
H 1.0316 -4.3798 1.2412
H 1.5146 -5.9550 2.9939
*
```

---

(3)
DFT (the ωB97M-V functional and the def2-TZVPD basis) results for 7 unconnected molecules or ions with the total composition C34H47F3O8.

Output
ΔE to the lowest compared entry with this formula, charge and spin: 0.620 eV
Orbital gap: 9.952 eV
SMILES: CCOC(C)=O.CCOC(C)=O.CCOC(C)=O.CCOC(C)=O.Fc1ccccc1.Fc1ccccc1.Fc1ccccc1
E: -60552.098 eV

Geometry as ORCA input:
```
! wB97M-V def2-TZVPD RIJCOSX def2/J DEFGRID3
* xyz 0 1
C 4.0367 -3.6893 1.3355
C 2.6369 -4.1996 1.7004
O 2.3835 -5.4376 0.9799
C 1.2216 -5.6113 0.3023
C 1.2997 -6.9275 -0.4412
O 0.2704 -4.8437 0.2547
H 4.3460 -2.7381 1.7344
H 4.0767 -3.6404 0.2531
H 4.8460 -4.3590 1.7001
H 2.5223 -4.4534 2.7808
H 1.8411 -3.4941 1.4439
H 0.3917 -7.3837 -0.7080
H 1.8544 -7.5450 0.2865
H 1.8842 -6.6894 -1.3464
C 1.5539 0.9595 -4.6571
C 0.4010 1.5325 -3.8281
O 0.1112 2.7444 -4.5417
C -0.9282 3.5471 -4.2039
C -0.9684 4.7812 -5.0239
O -1.7983 3.2195 -3.4297
H 1.1554 0.6503 -5.5593
H 2.0517 0.0771 -4.1407
H 2.3343 1.6979 -4.8276
H -0.4421 0.8364 -3.7443
H 0.7501 1.8601 -2.7948
H -1.7154 5.3562 -4.5631
H -1.2617 4.6262 -6.0239
H 0.0212 5.3015 -5.1170
C 0.4312 -1.7987 4.0794
C -0.0594 -0.8673 5.1129
O -0.3848 0.4330 4.4925
C 0.7523 1.1430 4.2451
C 0.4262 2.5613 3.8332
O 1.8618 0.7431 4.5261
H 0.6144 -2.7944 4.5319
H 1.3877 -1.5305 3.5660
H -0.3827 -1.9408 3.3554
H -0.9409 -1.2573 5.6373
H 0.6705 -0.6313 5.8830
H -0.4535 2.5542 3.1815
H 1.2646 3.0931 3.3517
H 0.2284 3.1513 4.7593
C -3.0053 -3.9503 1.5549
C -2.9563 -2.6186 0.7029
O -2.6782 -1.5206 1.5627
C -3.6915 -0.7105 1.9459
C -3.1435 0.5065 2.6576
O -4.8566 -1.0060 1.7736
H -3.7120 -3.8139 2.3575
H -1.9491 -4.1037 1.9357
H -3.2450 -4.8377 1.0108
H -2.0658 -2.6496 0.0704
H -3.8897 -2.4977 0.1810
H -3.8705 1.1835 3.0014
H -2.5251 0.8959 1.8746
H -2.4254 0.1871 3.3772
F 1.2304 8.2074 0.6972
C 0.1168 7.3940 0.6589
C -0.6569 7.1944 1.7791
C -1.7815 6.4156 1.6831
C -2.0969 5.8128 0.4067
C -1.3555 6.1077 -0.7297
C -0.1500 6.8309 -0.5968
H -0.3510 7.6764 2.7173
H -2.3508 6.0983 2.5513
H -2.8496 5.1418 0.3542
H -1.5840 5.5603 -1.5907
H 0.5991 6.9234 -1.3795
F 2.7304 -3.6029 -1.4704
C 1.7703 -3.5595 -2.4452
C 1.9439 -4.4374 -3.4932
C 0.9403 -4.4135 -4.4994
C -0.1356 -3.5854 -4.4302
C -0.1911 -2.6274 -3.3813
C 0.7439 -2.6957 -2.3751
H 2.6952 -5.1750 -3.4534
H 1.0782 -5.1695 -5.2822
H -0.8692 -3.7813 -5.1958
H -0.9875 -1.8830 -3.3318
H 0.6983 -2.0794 -1.4750
F -0.1487 -1.0289 0.2232
C 0.0666 0.3086 0.2867
C 1.3656 0.7528 0.3766
C 1.7090 2.0832 0.3749
C 0.6542 3.0292 0.1491
C -0.6191 2.5742 -0.0456
C -0.9268 1.1841 -0.0257
H 2.1231 0.0238 0.6821
H 2.7480 2.3527 0.4080
H 0.8332 4.0766 0.0719
H -1.3414 3.3760 -0.2949
H -1.9283 0.8141 -0.3070
*
```

---

(4)
DFT (the ωB97M-V functional and the def2-TZVPD basis) results for 2 unconnected molecules or ions with the total composition C34H47N3O5.

Output
ΔE to the lowest compared entry with this formula, charge and spin: 0.382 eV
Orbital gap: 3.183 eV
E: -50725.978 eV

Geometry as ORCA input:
```
! wB97M-V def2-TZVPD RIJCOSX def2/J DEFGRID3
* xyz 0 1
C -3.5192 1.6088 -5.5396
C -2.0508 1.6790 -5.2243
O -1.8139 0.4422 -4.5190
C -0.5161 0.2174 -4.2439
C -0.2543 -1.0342 -3.5786
C 1.1581 -1.4981 -3.3463
C 1.7998 -0.7283 -2.1990
C 2.0276 -1.3554 -4.5905
C -1.3646 -1.8764 -3.1708
O -2.5286 -1.8772 -3.5433
O -0.9065 -2.7445 -2.2291
C -1.8948 -3.4903 -1.4759
C -2.6610 -2.6130 -0.5254
O 0.3412 1.0697 -4.4987
H -3.8701 2.5587 -5.9481
H -3.6935 0.8185 -6.2812
H -4.0974 1.3471 -4.6449
H -1.4415 1.7101 -6.1390
H -1.8134 2.5374 -4.5773
H 1.0715 -2.5574 -3.0682
H 1.2027 -0.8531 -1.2881
H 2.8112 -1.1137 -2.0262
H 1.8553 0.3353 -2.4674
H 1.6464 -2.0097 -5.3795
H 1.9923 -0.3123 -4.9159
H 3.0585 -1.6386 -4.3569
H -2.5787 -3.9746 -2.1879
H -1.3068 -4.2442 -0.9464
H -3.3534 -3.2248 0.0598
H -1.9898 -2.0962 0.1774
H -3.2459 -1.8761 -1.0917
C 1.6238 -0.8773 6.0162
N 1.9805 -0.6976 4.6305
C 3.2143 -1.0280 4.1382
O 4.1693 -1.4190 4.8058
C 3.1724 -0.7719 2.6334
C 3.2624 -2.0540 1.7933
C 4.5828 -2.7801 1.9714
C 5.7164 -2.3760 1.2586
C 6.9548 -2.9808 1.4989
C 7.0568 -3.9982 2.4505
C 5.9248 -4.4111 3.1597
C 4.6868 -3.8299 2.8896
N 1.8877 -0.0694 2.4742
C 1.5232 0.4337 1.2768
C 0.2612 0.9770 1.0325
C -0.2247 1.4476 -0.1842
C -1.4484 2.1887 -0.3089
C -1.7928 2.8279 -1.5343
C -2.9576 3.5537 -1.6663
C -3.8830 3.6433 -0.5916
N -5.1040 4.3153 -0.7423
C -6.3385 3.6116 -1.0265
C -5.3203 5.6749 -0.2859
C -3.5405 3.0446 0.6343
C -2.3616 2.3381 0.7752
C 1.0752 -0.0415 3.6981
C -0.2227 -0.8566 3.5989
C 0.7568 1.3767 4.1981
H 2.4314 -1.4069 6.5231
H 1.4493 0.0921 6.4956
H 0.6960 -1.4539 6.0927
H 4.0064 -0.0992 2.3590
H 2.4195 -2.7166 2.0680
H 3.1449 -1.7708 0.7348
H 5.6209 -1.5867 0.5087
H 7.8316 -2.6621 0.9324
H 8.0213 -4.4557 2.6590
H 5.9967 -5.1869 3.9231
H 3.7893 -4.1692 3.4102
H 2.2775 0.3682 0.4869
H -0.3911 1.0636 1.8924
H 0.4022 1.3253 -1.0764
H -1.0979 2.7504 -2.3758
H -3.2063 4.0557 -2.5989
H -6.1296 2.5564 -1.2387
H -7.0262 3.6871 -0.1709
H -6.8192 4.0806 -1.8961
H -4.3777 6.1294 0.0415
H -5.7466 6.2603 -1.1127
H -6.0429 5.6900 0.5440
H -4.2383 3.1345 1.4715
H -2.1432 1.8826 1.7436
H 0.0127 -1.9092 3.3854
H -0.7555 -0.7844 4.5551
H -0.8833 -0.4784 2.8162
H 1.6913 1.9006 4.4419
H 0.2060 1.9540 3.4537
H 0.1416 1.3012 5.1025
*
```

---

(5)
DFT (the ωB97M-V functional and the def2-TZVPD basis) results for 3 unconnected molecules or ions with the total composition C34H48Br2N2O8S.

Output
Orbital gap: 8.453 eV
SMILES: COCCCCCCc1c([C@H](Br)[C@@H](C)Br)ccc2c1C(=O)C(CCCCSc1nnco1)=CC2=O.CCOC(C)=O.CCOC(C)=O
E: -206315.654 eV

Geometry as ORCA input:
```
! wB97M-V def2-TZVPD RIJCOSX def2/J DEFGRID3
* xyz 0 1
C -1.9613 3.8206 6.2952
O -2.3633 2.7818 5.4307
C -1.4752 2.5336 4.3515
C -1.4976 3.6213 3.2890
C -1.1269 3.1249 1.8857
C -2.0249 3.7002 0.8061
C -1.7235 3.2608 -0.6403
C -0.9587 1.9373 -0.7816
C -1.3134 1.1399 -1.9991
C -0.5028 1.0851 -3.1491
C 0.8514 1.7485 -3.3439
Br 2.1785 1.0543 -2.0910
C 0.9134 3.2761 -3.5664
C -0.3806 3.8144 -4.1396
Br 1.4908 4.3810 -2.0760
C -0.9300 0.3395 -4.2608
C -2.1272 -0.3706 -4.2653
C -2.9016 -0.3607 -3.1161
C -2.4955 0.3797 -2.0035
C -3.3870 0.2834 -0.8167
O -3.5375 1.1710 -0.0147
C -4.1501 -1.0002 -0.6440
C -4.4115 -1.4137 0.7698
C -3.4413 -2.5156 1.2735
C -2.1008 -2.5202 0.5607
C -1.0250 -3.3650 1.2565
S 0.6356 -2.6863 1.0446
C 0.8694 -3.3066 -0.5520
N 1.8715 -4.0160 -0.9618
N 1.6261 -4.2571 -2.3056
C 0.5071 -3.7017 -2.5699
O -0.0583 -3.0613 -1.5251
C -4.5361 -1.6709 -1.7338
C -4.1607 -1.1646 -3.0675
O -4.8143 -1.3783 -4.0582
H -0.9681 4.1993 6.0479
H -1.9335 3.4523 7.3210
H -2.6683 4.6484 6.2489
H -0.4682 2.3970 4.7624
H -1.8130 1.5940 3.9199
H -2.5212 4.0016 3.2706
H -0.8552 4.4538 3.5710
H -1.1898 2.0358 1.8917
H -0.0960 3.3917 1.6689
H -3.0675 3.5052 1.0518
H -1.9005 4.7842 0.8421
H -1.1641 4.0541 -1.1289
H -2.6725 3.1740 -1.1669
H 0.1070 2.1402 -0.7796
H -1.1560 1.3162 0.0877
H 1.2298 1.3487 -4.2779
H 1.6985 3.4356 -4.2979
H -0.7408 3.1385 -4.9163
H -1.1648 3.8979 -3.3920
H -0.2096 4.7841 -4.5963
H -0.3111 0.3155 -5.1476
H -2.4385 -0.9320 -5.1327
H -5.4363 -1.7639 0.8658
H -4.2993 -0.5392 1.4032
H -3.2818 -2.3401 2.3372
H -3.9213 -3.4897 1.1879
H -2.2229 -2.9012 -0.4497
H -1.7184 -1.5007 0.4888
H -1.1998 -3.4678 2.3247
H -1.0033 -4.3724 0.8464
H 0.0121 -3.7117 -3.5243
H -5.1326 -2.5696 -1.6626
C 4.4076 -6.5840 -1.9411
C 3.1971 -7.4785 -1.7964
O 3.3316 -8.6959 -2.5437
C 3.9681 -9.7802 -2.0623
C 4.7539 -9.6784 -0.7732
O 3.9292 -10.7969 -2.6986
H 5.3075 -7.0527 -1.5403
H 4.2422 -5.6426 -1.4176
H 4.5872 -6.3697 -2.9942
H 2.9643 -7.6938 -0.7528
H 2.3247 -6.9874 -2.2218
H 5.7947 -9.4794 -1.0257
H 4.6996 -10.6414 -0.2732
H 4.4073 -8.9076 -0.0909
C 3.6131 5.3854 4.4299
C 2.5638 4.4977 3.7951
O 1.7629 5.1998 2.8393
C 2.1330 5.3631 1.5509
C 3.5329 4.9932 1.1210
O 1.3325 5.8436 0.7955
H 4.3333 5.7464 3.6958
H 4.1557 4.8349 5.1986
H 3.1402 6.2524 4.8905
H 2.9970 3.6029 3.3465
H 1.8490 4.1626 4.5458
H 4.1465 5.8931 1.1559
H 3.4902 4.6440 0.0926
H 4.0030 4.2248 1.7281
*
```

---

Among the records above, which one has the highest E?
C34H47N3O5

---

Which value of E does entry 4 give?
-50725.978 eV

---

What is the E in the fourth record?
-50725.978 eV